C39H69BN2O19P2 | ωB97M-V/def2-TZVPD

Summary:
- LUMO (eV) = 0.28
- spin multiplicity = 1
- HOMO-LUMO gap (eV) = 8.534
- DFT total energy (Eh) = -3774.25766

Each line ends with the Mulliken charge.
CARTESIAN COORDINATES (ANGSTROEM)
C (2.183, 0.724, 3.149)  -1.18
C (1.926, 1.429, 1.798)  0.91
C (1.429, 0.449, 0.722)  -1.85
C (1.875, 0.711, -0.728)  0.97
C (1.864, -0.646, -1.472)  -1.60
C (1.150, 1.796, -1.589)  1.19
B (1.604, 1.536, -3.115)  1.17
N (2.998, 1.453, -3.472)  -0.63
O (0.695, 1.387, -4.135)  -0.68
C (1.630, 3.310, -1.524)  -2.38
C (2.470, 3.826, -0.356)  -0.17
P (2.912, 5.541, -0.658)  0.67
O (3.407, 5.775, -2.018)  -0.75
O (3.909, 5.976, 0.510)  -0.52
O (1.627, 6.430, -0.307)  -0.56
N (0.428, 4.126, -1.881)  0.17
C (-0.604, 3.212, -2.251)  -1.59
O (-1.401, 3.446, -3.097)  -0.60
C (-0.387, 2.005, -1.363)  2.82
C (-1.297, 0.772, -1.523)  -1.35
C (-1.778, 0.423, -2.944)  -1.13
P (-3.519, -0.017, -3.073)  1.11
O (-4.409, 1.044, -2.597)  -0.85
O (-3.763, -1.461, -2.422)  -0.22
C (-3.699, -1.602, -0.993)  0.04
C (-4.888, -0.981, -0.277)  -1.10
O (-3.795, -0.328, -4.607)  -0.51
C (-2.856, -1.137, -5.347)  -0.16
C (-2.015, -0.271, -6.272)  -1.23
C (-0.729, 2.582, 0.068)  -1.98
C (-1.920, 3.546, 0.053)  0.45
C (-2.987, 3.322, 1.242)  -1.26
O (-3.114, 3.111, -0.330)  -0.36
H (1.770, 1.343, 3.940)  0.37
H (3.251, 0.618, 3.294)  0.25
H (1.688, -0.241, 3.200)  0.08
H (2.891, 1.794, 1.464)  -0.28
H (1.237, 2.247, 1.964)  0.00
H (1.801, -0.525, 1.034)  1.05
H (0.350, 0.364, 0.809)  -0.11
H (2.928, 0.998, -0.653)  0.42
H (0.922, -0.844, -1.977)  -0.21
H (1.997, -1.461, -0.763)  0.57
H (2.687, -0.735, -2.174)  -0.07
H (3.243, 0.556, -3.871)  0.15
H (3.628, 1.635, -2.702)  0.23
H (1.080, 1.723, -4.952)  0.23
H (2.291, 3.495, -2.375)  1.69
H (3.382, 3.255, -0.216)  0.38
H (1.897, 3.855, 0.568)  -0.19
H (3.387, 6.269, 1.269)  0.31
H (1.148, 6.595, -1.129)  0.35
H (0.637, 4.601, -2.756)  0.48
H (-2.153, 0.865, -0.863)  1.41
H (-0.725, -0.074, -1.157)  0.26
H (-1.616, 1.205, -3.671)  0.34
H (-1.212, -0.439, -3.301)  0.30
H (-3.712, -2.677, -0.821)  0.44
H (-2.756, -1.253, -0.579)  -0.06
H (-4.629, 0.047, -0.025)  0.21
H (-5.097, -1.493, 0.658)  0.43
H (-5.745, -0.913, -0.938)  0.32
H (-3.456, -1.797, -5.965)  0.49
H (-2.261, -1.775, -4.696)  0.20
H (-1.902, 0.737, -5.885)  0.28
H (-1.041, -0.704, -6.481)  0.28
H (-2.538, -0.168, -7.220)  0.41
H (-1.009, 1.804, 0.762)  1.01
H (0.102, 3.136, 0.486)  -0.17
H (-1.713, 4.592, -0.186)  0.62
H (-4.062, 3.291, 1.401)  0.42
H (-2.969, 4.442, 1.407)  0.28
O (5.067, 2.703, 2.148)  -0.54
C (5.379, 2.873, 3.289)  0.42
C (6.539, 3.697, 3.817)  -0.48
C (6.666, 3.210, 5.259)  -0.53
C (5.232, 2.798, 5.574)  -0.48
O (4.682, 2.344, 4.325)  -0.24
H (6.265, 4.751, 3.757)  0.26
H (7.431, 3.519, 3.224)  0.32
H (7.059, 3.951, 5.951)  0.33
H (7.317, 2.336, 5.296)  0.27
H (4.628, 3.635, 5.930)  0.27
H (5.170, 1.988, 6.296)  0.32
O (-5.194, -0.029, 3.776)  -0.58
C (-6.249, -0.586, 3.763)  0.52
C (-7.579, -0.032, 3.280)  -0.32
C (-8.586, -1.016, 3.875)  -0.47
C (-7.763, -2.299, 3.945)  -0.44
O (-6.411, -1.871, 4.173)  -0.36
H (-7.581, -0.049, 2.189)  0.19
H (-7.717, 0.985, 3.634)  0.32
H (-9.500, -1.127, 3.296)  0.33
H (-8.860, -0.699, 4.882)  0.26
H (-7.793, -2.860, 3.008)  0.27
H (-8.061, -2.955, 4.758)  0.30
O (-3.636, -4.116, -6.744)  -0.59
C (-3.697, -4.823, -5.784)  0.56
C (-4.711, -4.768, -4.656)  -0.22
C (-4.045, -5.606, -3.566)  -0.29
C (-3.203, -6.575, -4.390)  -0.51
O (-2.828, -5.842, -5.569)  -0.37
H (-5.642, -5.212, -5.010)  0.33
H (-4.887, -3.738, -4.354)  0.08
H (-4.741, -6.107, -2.897)  0.38
H (-3.394, -4.972, -2.963)  0.05
H (-3.768, -7.457, -4.698)  0.25
H (-2.298, -6.898, -3.880)  0.35
O (0.150, -2.347, 3.893)  -0.58
C (0.653, -2.346, 4.976)  0.52
C (1.005, -3.543, 5.842)  -0.44
C (1.234, -2.909, 7.213)  -0.46
C (1.706, -1.510, 6.832)  -0.46
O (1.031, -1.204, 5.602)  -0.28
H (1.913, -3.999, 5.443)  0.25
H (0.197, -4.268, 5.832)  0.31
H (1.943, -3.443, 7.842)  0.32
H (0.288, -2.845, 7.751)  0.27
H (2.783, -1.470, 6.652)  0.25
H (1.443, -0.756, 7.569)  0.32
O (5.036, -0.866, -3.716)  -0.60
C (5.358, -1.841, -3.101)  0.55
C (5.691, -1.936, -1.623)  -0.21
C (6.393, -3.291, -1.527)  -0.52
C (5.745, -4.057, -2.675)  -0.46
O (5.443, -3.062, -3.669)  -0.36
H (4.756, -1.914, -1.059)  0.03
H (6.319, -1.103, -1.320)  0.39
H (6.282, -3.787, -0.565)  0.34
H (7.459, -3.166, -1.721)  0.26
H (4.811, -4.539, -2.377)  0.26
H (6.400, -4.803, -3.118)  0.32

Atomic forces in eV per Å
C -0.494 0.432 -0.424
C 0.413 -0.867 0.036
C -0.255 0.553 0.447
C -0.102 -0.229 0.156
C 0.080 -0.172 0.325
C -0.199 0.515 0.045
B -0.033 -0.571 -0.084
N -0.324 0.110 0.619
O -0.144 0.487 0.124
C 0.760 0.051 -0.609
C -0.967 0.633 0.285
P 0.329 0.076 -0.747
O 0.126 -0.065 -0.012
O -0.277 -0.068 0.190
O -0.047 -0.025 0.184
N 0.281 -0.744 -0.817
C 0.970 -0.042 0.909
O -0.990 0.244 -0.669
C -0.358 -0.336 0.787
C 0.045 0.172 -0.724
C 0.093 -0.977 0.086
P -0.518 1.112 -0.365
O -0.117 -0.161 0.341
O 0.456 0.006 0.153
C -0.555 -0.887 0.319
C 0.613 0.901 -0.036
O 0.543 -0.391 0.096
C -0.280 -0.012 -0.569
C -0.283 0.103 -0.201
C -0.257 0.406 -0.320
C 0.626 -2.401 0.763
C 0.242 2.830 -1.247
O -0.441 1.017 -0.115
H 0.169 -0.092 0.325
H 0.100 -0.200 0.204
H -0.039 -0.111 0.033
H -0.016 0.488 -0.001
H -0.026 0.235 -0.173
H 0.185 -0.147 -0.211
H -0.155 -0.177 -0.141
H 0.105 0.135 -0.050
H -0.023 0.035 -0.236
H -0.016 -0.065 0.110
H -0.078 0.078 -0.276
H 0.280 0.214 -0.445
H 0.233 -0.049 -0.143
H 0.046 -0.388 -0.170
H 0.266 -0.182 0.042
H 0.077 -0.133 0.042
H 0.171 -0.283 0.256
H 0.225 0.094 0.128
H -0.193 0.040 0.115
H -0.051 0.569 0.272
H -0.131 0.328 0.044
H -0.028 -0.112 0.252
H -0.094 0.273 0.071
H 0.149 0.036 -0.157
H 0.053 -0.137 -0.156
H 0.141 0.216 -0.170
H -0.177 0.141 0.046
H -0.124 -0.226 -0.012
H -0.201 -0.305 0.029
H -0.104 -0.193 0.096
H 0.065 0.108 0.241
H 0.214 0.026 0.224
H 0.118 -0.059 0.092
H 0.010 0.041 -0.127
H 0.108 -0.258 -0.019
H 0.066 -0.033 0.054
H 0.133 0.028 0.221
H 0.163 -1.727 0.928
H -0.626 -0.035 -0.295
O -0.038 -0.134 -0.012
C 0.018 0.231 -0.099
C 0.062 -0.289 0.324
C 0.022 0.053 -0.102
C 0.047 0.018 0.102
O 0.197 0.098 0.028
H 0.020 0.016 -0.066
H -0.055 0.122 -0.145
H -0.060 0.031 0.006
H -0.003 -0.010 0.020
H 0.005 0.017 -0.008
H -0.092 -0.056 -0.060
O 0.112 -0.084 0.135
C -0.050 0.206 -0.284
C -0.243 -0.280 0.328
C 0.045 0.089 -0.060
C -0.113 0.000 -0.016
O -0.027 -0.022 0.043
H 0.042 0.072 -0.015
H 0.120 0.083 -0.146
H 0.030 -0.043 -0.042
H -0.007 -0.019 0.011
H -0.005 0.018 -0.018
H 0.106 -0.020 0.031
O 0.150 -0.025 -0.106
C -0.296 0.056 0.021
C 0.310 -0.064 0.295
C -0.062 0.066 -0.050
C -0.045 -0.020 0.123
O 0.048 -0.018 0.032
H -0.030 0.048 -0.030
H -0.099 0.040 -0.132
H -0.010 -0.052 -0.043
H 0.008 0.003 0.006
H -0.023 0.008 -0.006
H 0.068 0.016 -0.094
O -0.036 0.059 -0.029
C 0.122 -0.157 -0.131
C -0.111 0.217 0.361
C -0.001 -0.084 -0.080
C 0.010 -0.034 0.116
O -0.033 -0.021 0.100
H -0.026 -0.039 -0.053
H 0.045 -0.070 -0.161
H 0.051 0.028 -0.031
H -0.001 0.020 0.012
H 0.004 -0.022 -0.010
H -0.029 0.078 -0.080
O -0.020 0.001 -0.074
C -0.164 0.082 0.191
C 0.310 -0.282 -0.082
C -0.042 0.103 0.025
C 0.055 -0.071 0.117
O 0.043 -0.046 -0.024
H -0.016 0.072 -0.001
H -0.144 0.121 0.015
H -0.066 -0.021 -0.016
H 0.008 -0.020 -0.007
H -0.014 0.021 0.013
H -0.024 0.037 -0.114